104
Properties=species:S:1:pos:R:3:forces:R:3:mulliken_charge:R:1 method="wB97M-V/def2-TZVPD" multiplicity=1 orbital_gap_ha=0.1956 de_lowest_kcal_mol=0.00 total_charge=-2 total_energy_ha=-5277.83479 lumo_ev=3.76
Na -0.639413 -0.460388 0.335448 -0.079 0.043 -0.026 0.7460
C -3.040512 0.649312 -0.254852 -0.082 -0.144 -0.551 -0.8761
C -3.222213 0.570012 1.140948 -0.126 -0.373 0.245 0.0395
C -2.670613 1.764012 1.693248 -0.036 0.093 0.310 -0.0328
C -2.147212 2.499912 0.618048 0.206 0.403 -0.103 -0.6556
C -2.378413 1.836812 -0.585352 0.112 -0.044 -0.288 0.1100
C -2.142312 2.417112 -1.961952 -0.054 0.152 -0.183 2.7012
C -0.811413 3.175512 -2.004752 -0.106 -0.115 0.046 -1.8977
C -3.286813 3.396312 -2.286852 0.127 -0.094 -0.016 -2.0904
C -2.097512 1.329812 -3.035352 -0.010 0.076 0.169 -1.8360
C -2.529413 2.298612 3.116448 0.028 0.083 0.285 3.0551
C -1.440712 1.525212 3.874548 -0.096 0.096 -0.021 -1.5118
C -3.841613 2.292812 3.919148 0.170 -0.063 -0.099 -2.1247
C -2.078313 3.771912 3.105148 -0.045 -0.151 0.008 -2.4137
C -4.073113 -0.559388 1.717648 -0.261 -0.145 0.129 2.7777
C -4.167212 -1.740488 0.736548 0.025 0.075 0.033 -2.3606
C -5.514312 -0.052788 1.920148 0.138 -0.068 -0.020 -1.9245
C -3.532312 -1.178188 3.012748 -0.039 0.134 -0.040 -1.6986
H -3.463613 -0.037288 -0.974852 0.119 -0.089 -0.002 -0.0040
H -1.655013 3.455912 0.693548 0.073 0.062 0.036 0.2901
H -0.825213 4.019312 -1.320252 0.022 0.154 0.137 0.2538
H -0.607513 3.557212 -3.007452 -0.003 0.029 -0.114 0.4811
H -0.001713 2.510212 -1.711752 0.174 -0.045 -0.023 0.3270
H -3.341713 4.167612 -1.522652 -0.017 0.119 0.124 0.3106
H -4.240713 2.871912 -2.301252 -0.113 -0.083 0.025 0.3906
H -3.147313 3.881012 -3.255852 0.072 0.032 -0.163 0.4808
H -1.318213 0.614912 -2.793552 0.139 -0.130 -0.038 0.1434
H -1.879213 1.753112 -4.017452 0.018 0.101 -0.081 0.4945
H -3.040613 0.794412 -3.104252 -0.163 -0.121 0.025 0.3400
H -1.730812 0.497512 4.053748 0.003 -0.207 0.026 -0.0001
H -1.214812 1.993312 4.836348 0.017 0.050 0.143 0.5472
H -0.536913 1.510812 3.268548 0.117 0.016 -0.015 -0.0804
H -4.206113 1.288912 4.097948 -0.096 -0.099 0.036 0.3099
H -4.607813 2.843612 3.374648 -0.097 0.044 -0.042 0.3877
H -3.697912 2.774312 4.891148 0.041 0.008 0.050 0.4665
H -1.070913 3.870512 2.712548 0.154 0.048 -0.107 0.3458
H -2.079612 4.174012 4.121848 0.007 -0.063 0.077 0.4739
H -2.747613 4.378212 2.499648 -0.073 0.090 -0.093 0.4632
H -4.744213 -1.492088 -0.150852 -0.020 0.078 -0.140 0.3719
H -4.663212 -2.585988 1.217848 -0.002 -0.029 0.059 0.5070
H -3.175713 -2.061488 0.427248 0.038 -0.112 -0.065 0.3846
H -5.893613 0.303912 0.963348 -0.073 0.027 -0.085 0.3481
H -5.548912 0.780012 2.613248 -0.074 0.082 0.131 0.2064
H -6.171013 -0.850288 2.280848 -0.040 -0.058 0.060 0.4787
H -2.538012 -1.589588 2.837548 0.074 -0.077 0.048 0.0590
H -4.180012 -1.997288 3.337948 -0.008 -0.046 -0.018 0.5587
H -3.475712 -0.469288 3.830148 0.023 0.100 0.108 0.2611
S -0.726013 -3.847588 1.876748 0.139 -0.170 1.430 -0.4544
C -1.118213 -3.757888 0.278848 -0.400 -0.721 -0.563 -0.0003
N -0.850213 -2.784088 -0.534252 0.350 0.841 0.319 0.1563
C -1.213513 -3.025188 -1.815652 -0.424 -0.647 -0.935 -0.7970
C -0.936613 -2.203088 -2.902252 0.042 0.041 0.114 0.1951
C -1.353612 -2.578588 -4.162952 -0.031 0.030 -0.154 -0.8613
C -2.038113 -3.771688 -4.365652 -0.115 -0.134 -0.240 -0.4178
C -2.294613 -4.626088 -3.304952 -0.068 0.017 -0.080 -0.4488
C -1.879413 -4.251288 -2.043752 0.014 -0.070 0.208 0.8615
S -2.004413 -5.133888 -0.549452 0.395 0.698 0.161 -0.3812
H -0.352913 -1.312588 -2.736152 0.114 0.178 -0.022 0.0883
H -1.131213 -1.941288 -5.008852 0.005 0.054 -0.022 0.3820
H -2.366813 -4.047688 -5.360252 0.024 0.010 -0.048 0.3431
H -2.804212 -5.569088 -3.454552 -0.031 -0.031 -0.055 0.3621
C 1.057087 -1.270688 4.750348 -0.007 0.064 0.012 -1.3452
C 1.852988 -0.135088 4.128148 -0.101 0.084 -0.306 -0.8025
P 1.767487 -0.195988 2.264848 0.569 -0.077 0.194 0.8125
C 3.052587 1.083612 1.808748 -0.171 0.051 -0.052 -0.4941
C 3.961587 1.653412 2.891348 -0.093 -0.082 -0.079 -1.4347
C 2.676587 -1.768688 1.922648 -0.113 0.013 0.092 0.7197
C 4.057587 -1.963288 2.533848 -0.179 0.016 -0.057 -1.4563
H 0.914387 -1.104388 5.818948 -0.056 -0.050 0.066 0.3900
H 1.571588 -2.219588 4.618448 0.007 -0.150 -0.022 0.3627
H 0.084887 -1.357588 4.271548 -0.186 -0.090 0.026 0.0909
H 2.886687 -0.165088 4.481748 -0.037 0.099 -0.038 0.5393
H 1.420787 0.826812 4.421148 0.075 -0.027 0.042 0.4518
H 2.491087 1.903312 1.353948 0.092 -0.037 -0.122 0.3944
H 3.639587 0.635512 1.003848 -0.122 0.083 -0.045 0.2967
H 3.378387 2.164912 3.654148 0.026 0.063 0.164 0.2979
H 4.650187 2.378212 2.454048 0.039 0.054 -0.013 0.4105
H 4.555387 0.881112 3.374848 0.077 -0.056 0.096 0.2701
H 2.744687 -1.801788 0.833548 -0.097 -0.034 -0.053 -0.5902
H 2.002887 -2.574788 2.224848 -0.034 -0.034 -0.110 0.2369
H 4.741888 -1.179988 2.214948 0.126 0.089 -0.002 0.2441
H 4.471988 -2.918588 2.208448 0.067 -0.051 0.013 0.4334
H 4.018387 -1.971488 3.622348 0.065 0.018 0.140 0.3291
C 6.764488 -0.403688 -5.468052 -0.071 -0.044 0.067 -1.4494
C 5.592188 -0.351488 -4.526252 0.094 0.017 -0.091 0.8640
C 4.823788 0.795412 -4.394952 0.179 -0.026 -0.131 -1.1331
C 3.763887 0.863612 -3.508752 0.046 -0.042 -0.038 0.6484
C 2.946187 2.109812 -3.396152 0.072 0.003 -0.034 -1.4469
C 3.457887 -0.250388 -2.712652 -0.397 0.066 0.310 0.2300
Se 2.060987 -0.105488 -1.438652 -0.311 0.025 0.233 -0.0220
C 4.201088 -1.430088 -2.857452 0.084 -0.056 -0.122 0.8554
C 3.895088 -2.665188 -2.060752 -0.084 -0.022 -0.007 -1.5592
C 5.254287 -1.455888 -3.758752 0.055 0.069 -0.082 -0.8070
H 6.880387 0.543412 -5.993952 0.040 0.031 -0.053 0.3234
H 6.635787 -1.195088 -6.209252 0.069 -0.018 -0.069 0.3112
H 7.687187 -0.605988 -4.919652 0.090 -0.005 -0.067 0.3013
H 5.059187 1.662912 -5.001752 0.037 0.091 -0.058 0.2094
H 3.302688 2.890912 -4.067052 0.082 0.043 -0.113 0.3794
H 2.968187 2.469712 -2.368152 -0.109 0.091 0.049 0.2421
H 1.905188 1.879912 -3.621252 -0.127 0.099 0.058 0.1998
H 2.870187 -2.627788 -1.692952 0.040 -0.054 0.043 0.0323
H 4.564688 -2.739088 -1.198152 -0.068 -0.033 0.055 0.2338
H 4.021787 -3.561388 -2.672852 0.088 -0.008 0.018 0.4285
H 5.833187 -2.367488 -3.865152 0.049 -0.106 0.000 0.3693


119
Properties=species:S:1:pos:R:3:forces:R:3:lowdin_spin:R:1 method="wB97M-V/def2-TZVPD" multiplicity=6 orbital_gap_ha="0.2387 / 0.2303" s2=8.7847 total_charge=0 total_energy_ha=-3662.31197 lumo_ev="0.30 / -1.57"
Ir 1.012277 -0.237614 -0.601585 0.561 -0.005 0.052 2.5708
C 1.465848 0.602857 4.458477 0.031 -0.085 -0.073 0.0002
C -0.017446 0.380583 4.635192 -0.010 0.098 0.063 0.0003
C -0.424797 0.286436 6.088817 -0.045 -0.039 -0.031 0.0001
O -0.420418 -0.891766 4.027954 -0.039 0.030 0.001 0.0056
P -0.679096 -1.062308 2.481945 -0.137 -0.156 0.021 0.0126
O 0.183480 -0.199001 1.637958 -0.225 -0.015 -0.018 0.0892
C -2.460396 -0.779672 2.251929 0.127 0.007 -0.148 0.0015
P -3.053352 -1.105301 0.567144 -0.103 -0.049 -0.098 0.0023
O -2.147528 -0.504980 -0.423936 -0.020 0.098 0.065 0.0425
O -4.573548 -0.677293 0.503142 0.092 0.029 0.115 0.0012
C -5.251045 0.601584 0.603508 -0.069 -0.013 -0.012 0.0000
C -4.428067 1.749095 0.070911 0.073 0.017 -0.041 0.0001
C -5.712656 0.812268 2.032764 0.021 -0.016 -0.013 0.0000
O -3.168697 -2.655847 0.363524 0.097 -0.034 0.024 0.0004
C -3.963593 -3.714841 0.961781 -0.047 -0.018 -0.012 0.0000
C -5.267669 -3.247691 1.578495 0.012 0.008 -0.027 0.0000
C -3.101022 -4.467395 1.950862 -0.019 0.006 -0.030 0.0001
O -0.630869 -2.609747 2.259142 0.066 0.018 0.020 -0.0002
C 0.324288 -3.592080 2.789329 0.049 -0.048 0.014 0.0004
C -0.196254 -4.130393 4.106406 -0.031 0.049 -0.019 0.0001
C 1.716376 -3.024203 2.891490 -0.023 0.022 -0.044 -0.0002
H 1.732841 1.577852 4.863508 0.052 0.056 0.015 0.0000
H 1.757273 0.569024 3.411645 0.011 0.031 -0.068 0.0001
H 2.027878 -0.168874 4.988603 -0.008 0.032 0.036 0.0000
H -0.587634 1.179468 4.148363 0.051 -0.038 -0.071 0.0001
H 0.135143 -0.512027 6.577745 -0.006 0.006 0.015 0.0000
H -1.490369 0.077329 6.187292 0.000 0.023 0.008 0.0000
H -0.200867 1.226201 6.592738 0.006 0.003 0.009 0.0000
H -2.664676 0.270116 2.479051 0.022 0.021 0.000 0.0001
H -2.990741 -1.404866 2.971839 -0.035 0.051 0.045 0.0001
H -6.127281 0.462794 -0.031701 0.016 -0.019 -0.013 0.0000
H -3.593059 1.967786 0.734404 0.146 0.062 0.048 0.0000
H -5.052743 2.641548 0.014946 0.009 -0.006 0.007 0.0000
H -4.028165 1.534998 -0.918231 0.013 -0.010 -0.019 0.0004
H -4.868259 0.995703 2.699435 0.013 0.000 0.004 0.0000
H -6.263730 -0.055277 2.395224 -0.007 0.002 -0.007 0.0000
H -6.368495 1.682200 2.077773 -0.002 0.002 0.012 0.0000
H -4.188653 -4.362696 0.113505 0.014 0.021 -0.011 0.0000
H -5.093597 -2.584447 2.427983 -0.009 -0.007 0.011 0.0000
H -5.804036 -4.125566 1.940310 0.007 -0.007 0.010 0.0000
H -5.891650 -2.728205 0.856259 -0.013 -0.015 0.005 0.0000
H -2.899678 -3.852738 2.827798 -0.016 -0.008 0.009 0.0000
H -2.149742 -4.741846 1.497922 -0.006 -0.005 0.002 0.0001
H -3.616809 -5.373890 2.270486 -0.005 0.001 0.007 0.0000
H 0.298769 -4.376099 2.030627 -0.014 0.016 -0.012 0.0006
H -0.201673 -3.343004 4.860209 0.006 -0.011 0.006 0.0001
H 0.459714 -4.932805 4.445520 0.010 0.004 0.008 0.0000
H -1.202804 -4.532038 4.003357 0.013 -0.023 0.020 0.0000
H 1.788484 -2.277487 3.681780 0.014 -0.024 0.021 0.0000
H 2.034006 -2.542401 1.971416 0.036 0.001 -0.015 0.0001
H 2.417366 -3.828241 3.118121 0.014 0.007 -0.005 0.0000
F 1.973304 -3.647431 -6.233577 -0.003 0.005 0.021 0.0249
C 1.693023 -3.401411 -4.935834 -0.001 -0.001 0.001 0.0792
C 2.680967 -3.622466 -3.988867 0.001 0.016 -0.025 -0.0067
C 2.395696 -3.365552 -2.665090 -0.008 0.006 0.025 0.0736
C 1.134168 -2.879559 -2.269333 -0.018 -0.061 -0.066 0.0422
C 0.869441 -2.554764 -0.900405 0.009 0.244 0.196 0.3543
C 0.160377 -2.690105 -3.266910 -0.011 0.025 0.035 0.0925
C 0.432848 -2.950168 -4.597270 0.029 0.010 -0.023 -0.0115
H 3.650109 -3.987307 -4.302241 -0.001 -0.003 -0.006 -0.0022
H 3.157201 -3.517776 -1.909010 0.000 -0.006 0.003 0.0024
H 1.536657 -2.966923 -0.155492 -0.033 -0.046 0.026 0.0149
H -0.179275 -2.456275 -0.598668 0.001 0.032 -0.028 0.0427
H -0.822274 -2.332379 -2.978675 -0.012 -0.015 0.008 0.0126
H -0.304732 -2.793300 -5.372235 -0.008 0.008 -0.006 -0.0022
N 2.109720 1.560978 -0.073156 -0.295 -0.264 0.193 0.0636
C 2.625525 2.136481 0.805432 -0.132 0.520 -0.184 0.0162
N 3.306578 2.839295 1.623590 0.487 -0.362 -0.044 0.0080
C 2.840806 3.654696 2.529920 -0.311 0.105 0.022 0.0009
N 2.502985 4.413179 3.342041 -0.090 -0.032 0.026 0.0047
C 5.357918 -0.252817 -3.222692 -0.010 0.025 0.001 0.0018
N 5.008453 -0.573982 -1.849857 0.002 -0.050 -0.020 0.0028
C 5.956524 -0.747064 -0.872292 0.028 0.012 0.014 -0.0002
C 5.618534 -0.965614 0.403613 -0.040 -0.023 0.025 0.0063
C 4.203669 -1.029348 0.782771 0.040 0.082 -0.100 0.0144
O 3.841209 -1.181878 1.941124 -0.042 0.004 0.092 -0.0001
N 3.305142 -0.906164 -0.253894 -0.016 -0.120 -0.010 0.1379
C 3.677101 -0.596176 -1.494029 0.025 0.038 -0.013 0.0132
O 2.809584 -0.312283 -2.348537 -0.071 -0.044 -0.028 0.1069
H 6.393222 -0.539454 -3.395993 0.000 0.005 0.000 0.0003
H 5.238452 0.813599 -3.421426 -0.003 0.000 0.003 0.0001
H 4.707937 -0.803549 -3.899938 0.014 -0.013 0.000 0.0003
H 6.984505 -0.682451 -1.203970 -0.007 -0.006 -0.016 0.0002
H 6.361893 -1.081117 1.176629 0.016 -0.010 -0.012 0.0013
C -0.359172 4.769915 -2.731413 0.020 -0.024 0.009 0.0095
C 0.709638 4.411594 -1.704985 -0.081 0.015 -0.028 0.0104
N 0.279253 4.564202 -0.319877 0.141 -0.070 0.066 0.0074
C 0.551882 5.824132 0.360668 -0.039 0.040 -0.005 0.0007
C -0.629047 6.790387 0.361611 0.023 -0.011 -0.003 0.0004
C -0.412646 3.549425 0.254209 -0.079 0.042 0.051 0.0075
C -0.700422 3.624561 1.734608 -0.028 -0.031 -0.006 0.0030
N -0.813183 2.558676 -0.467593 -0.081 -0.096 -0.023 0.0725
H 0.017163 4.590487 -3.740570 -0.007 0.003 -0.006 0.0013
H -0.646839 5.819720 -2.659464 0.003 0.004 -0.006 0.0001
H -1.244299 4.152246 -2.580095 -0.007 0.008 0.000 0.0051
H 1.592867 5.037902 -1.840443 0.000 -0.005 0.006 0.0000
H 1.023046 3.374642 -1.833890 0.025 0.003 0.000 0.0155
H 1.396570 6.283653 -0.153265 0.012 -0.018 0.023 0.0000
H 0.883141 5.637707 1.380798 0.045 -0.024 0.029 0.0001
H -0.954313 7.017656 -0.653680 -0.003 0.007 0.000 0.0000
H -0.347812 7.724573 0.850116 -0.008 0.002 0.006 0.0001
H -1.478073 6.370880 0.902761 -0.011 0.003 -0.007 0.0000
H 0.124023 4.031772 2.314309 0.088 0.011 0.017 0.0005
H -0.893083 2.613122 2.092786 -0.041 -0.001 -0.021 0.0001
H -1.583121 4.239475 1.922363 0.003 -0.008 -0.002 0.0000
H -1.235764 1.831663 0.099757 -0.058 -0.009 0.122 0.0017
Te -0.478372 0.860419 -2.678704 -0.197 0.006 -0.315 0.8282
C 0.242475 0.493560 -4.636448 0.085 0.030 0.114 0.0960
C -0.729778 0.294915 -5.616569 -0.018 -0.002 -0.001 0.0461
C -0.360207 -0.007419 -6.919459 -0.007 -0.002 -0.004 -0.0007
C 0.983279 -0.092268 -7.256248 0.006 0.006 0.010 0.0335
C 1.953131 0.136793 -6.289068 -0.008 -0.005 -0.009 -0.0035
C 1.590882 0.430102 -4.982120 -0.022 -0.021 -0.021 0.0319
H -1.780509 0.365314 -5.358826 -0.004 0.007 -0.006 0.0058
H -1.121619 -0.172439 -7.671340 -0.004 -0.003 0.000 -0.0007
H 1.273612 -0.332809 -8.270752 0.003 0.000 -0.003 0.0022
H 3.001671 0.073867 -6.553316 0.004 0.009 0.003 -0.0009
H 2.345780 0.575453 -4.224725 0.013 -0.015 0.014 0.0015